1:
7 unconnected molecules or ions with the total composition H14O7, computed with ωB97M-V/def2-TZVPD.

The value obtained for the frontier orbital gap is 10.99 eV. The value obtained for the HOMO energy is -10.9 eV. As for the spin multiplicity: 1. The lowest unoccupied orbital energy comes out at 0.10 eV.

Element x y z (Å)
H  0.034  0.516  -0.223
H  0.048  0.922  1.378
H  0.709  -1.862  -1.907
H  1.284  -3.259  -2.323
H  0.902  5.059  -2.258
H  1.510  3.924  -1.626
H  -3.209  0.051  1.959
H  -2.845  1.532  2.093
H  -0.043  -2.290  0.757
H  0.736  -3.301  0.002
H  -1.728  -1.043  -2.516
H  -2.847  -1.430  -1.578
H  1.967  0.467  3.647
H  2.973  0.565  2.584
O  0.413  0.352  0.620
O  0.555  -2.603  -2.472
O  1.678  4.808  -1.713
O  -3.554  1.003  1.730
O  0.836  -2.391  0.386
O  -1.978  -0.923  -1.601
O  2.558  -0.095  3.059

---

2:
7 unconnected molecules or ions with the total composition H14O7, computed with ωB97M-V/def2-TZVPD.

The value obtained for the frontier orbital gap is 10.53 eV. The value obtained for the HOMO energy is -10.1 eV. As for the spin multiplicity: 1. The lowest unoccupied orbital energy comes out at 0.40 eV.

Element x y z (Å)
H  0.624  -0.237  -0.179
H  -0.670  -0.979  0.110
H  1.666  4.043  -0.774
H  1.898  3.949  0.725
H  -3.966  0.945  -2.404
H  -2.979  0.131  -1.583
H  1.652  -3.981  -0.828
H  0.360  -3.418  -0.260
H  4.781  -0.845  0.707
H  4.745  -0.907  -0.811
H  -2.980  -0.395  2.568
H  -3.896  -1.392  1.877
H  0.597  2.620  0.873
H  -0.427  1.833  0.073
O  0.244  -1.122  -0.157
O  1.202  3.907  0.059
O  -3.923  0.268  -1.720
O  1.010  -4.115  -0.121
O  4.285  -0.525  -0.055
O  -3.517  -0.511  1.776
O  0.522  1.929  0.206

---

Most stable pick: 1. Distance to second place: 0.0084 hartree.

---

1:
7 unconnected molecules or ions with the total composition H14O7, computed with ωB97M-V/def2-TZVPD.

The value obtained for the frontier orbital gap is 11.70 eV. The value obtained for the HOMO energy is -11.5 eV. As for the spin multiplicity: 1. The lowest unoccupied orbital energy comes out at 0.22 eV.

Element x y z (Å)
O  -4.051  -0.517  -2.675
H  -3.832  -1.083  -3.415
H  -3.264  -0.520  -2.129
O  -2.599  -3.979  2.180
H  -3.049  -3.170  2.422
H  -1.853  -3.691  1.653
O  1.631  -3.782  0.375
H  2.240  -4.055  1.060
H  1.687  -4.472  -0.286
O  2.702  3.352  1.285
H  2.942  4.141  0.799
H  3.485  2.802  1.252
O  0.280  0.605  -0.848
H  0.692  1.342  -0.396
H  0.738  -0.167  -0.517
O  0.084  0.041  -5.501
H  0.048  0.343  -4.594
H  -0.499  -0.719  -5.525
O  0.634  4.276  5.156
H  1.071  4.088  4.326
H  0.912  5.164  5.379

---

2:
A molecular structure, H14O7, computed with ωB97M-V/def2-TZVPD.

The value obtained for the frontier orbital gap is 9.78 eV. The value obtained for the HOMO energy is -9.9 eV. As for the spin multiplicity: 1. The lowest unoccupied orbital energy comes out at -0.07 eV.

Element x y z (Å)
H  -0.654  0.641  -3.337
H  0.121  0.251  -1.891
H  -1.374  -1.275  -1.463
H  -1.958  -1.135  0.089
H  0.102  2.296  0.045
H  -1.146  2.045  -0.942
H  -1.397  -0.081  2.560
H  -1.244  1.343  1.473
H  1.379  -1.072  1.270
H  0.738  0.304  1.550
H  1.044  -3.088  1.395
H  0.061  -2.208  0.246
H  2.395  1.610  -0.982
H  1.883  0.708  -0.053
O  -0.718  0.070  -2.217
O  -1.695  -1.821  -0.652
O  -0.888  2.538  -0.125
O  -0.923  0.152  1.535
O  1.788  -0.149  1.640
O  0.975  -2.312  0.729
O  1.512  1.181  -0.869

---

3:
7 unconnected molecules or ions with the total composition H14O7, computed with ωB97M-V/def2-TZVPD.

The value obtained for the frontier orbital gap is 9.87 eV. The value obtained for the HOMO energy is -10.3 eV. As for the spin multiplicity: 1. The lowest unoccupied orbital energy comes out at -0.42 eV.

Element x y z (Å)
O  1.693  0.180  3.792
H  0.740  0.254  3.662
H  1.905  -0.744  3.629
O  0.077  -2.152  -3.424
H  -0.595  -1.678  -2.926
H  -0.085  -3.081  -3.238
O  -0.580  1.963  -3.149
H  0.370  1.995  -3.001
H  -0.906  1.328  -2.504
O  -1.052  0.741  2.907
H  -1.611  1.063  2.193
H  -0.877  1.527  3.437
O  -2.017  -0.485  -1.685
H  -2.308  -0.686  -2.583
H  -2.793  -0.654  -1.140
O  0.404  -0.352  0.111
H  -0.352  -0.188  -0.465
H  0.036  -0.672  0.941
O  3.016  0.437  1.055
H  2.205  0.285  0.551
H  2.731  0.918  1.839

---

4:
7 unconnected molecules or ions with the total composition H14O7, computed with ωB97M-V/def2-TZVPD.

The value obtained for the frontier orbital gap is 10.89 eV. The value obtained for the HOMO energy is -11.1 eV. As for the spin multiplicity: 1. The lowest unoccupied orbital energy comes out at -0.17 eV.

Element x y z (Å)
O  -2.687  -1.445  1.560
H  -2.973  -0.607  1.924
H  -1.895  -1.026  1.129
O  1.822  1.924  0.420
H  2.120  1.147  -0.273
H  2.015  1.671  1.207
O  -1.544  2.243  2.057
H  -2.400  1.734  2.380
H  -1.584  3.128  2.496
O  -0.715  0.088  0.083
H  0.012  0.501  -0.532
H  -1.326  0.614  -0.081
O  1.752  -2.150  1.031
H  0.954  -1.755  0.532
H  2.222  -2.721  0.426
O  1.408  0.421  -1.979
H  2.008  -0.200  -2.433
H  1.711  1.147  -2.415
O  -0.438  -1.664  -2.834
H  0.301  -1.042  -2.636
H  -0.770  -2.004  -2.072

---

Most stable pick: 3. Distance to second place: 0.0168 hartree.

---

1:
7 unconnected molecules or ions with the total composition H14O7, computed with ωB97M-V/def2-TZVPD.

The value obtained for the frontier orbital gap is 10.65 eV. The value obtained for the HOMO energy is -10.7 eV. As for the spin multiplicity: 1. The lowest unoccupied orbital energy comes out at -0.04 eV.

Element x y z (Å)
H  1.090  1.214  0.379
H  -0.027  0.456  1.026
H  -2.822  3.543  0.676
H  -3.464  2.795  -0.348
H  2.950  -3.402  0.246
H  1.794  -2.533  -0.278
H  5.316  1.917  0.075
H  6.325  0.830  -0.452
H  0.004  -0.270  -1.229
H  -1.184  0.597  -0.515
H  -3.030  -1.051  -1.964
H  -2.279  -1.817  -0.706
H  -1.838  -1.700  1.327
H  -2.328  -0.397  1.667
O  0.331  1.265  0.972
O  -2.573  3.113  -0.095
O  2.359  -2.586  0.522
O  5.428  1.198  -0.481
O  -1.010  -0.044  -1.207
O  -2.698  -1.903  -1.630
O  -2.342  -1.226  2.014

---

2:
7 unconnected molecules or ions with the total composition H14O7, computed with ωB97M-V/def2-TZVPD.

The value obtained for the frontier orbital gap is 10.74 eV. The value obtained for the HOMO energy is -10.7 eV. As for the spin multiplicity: 1. The lowest unoccupied orbital energy comes out at 0.01 eV.

Element x y z (Å)
H  -0.994  -0.509  -0.425
H  0.482  -1.039  -0.334
H  0.052  -0.751  3.853
H  1.105  -1.774  3.769
H  2.015  4.574  0.299
H  2.133  3.137  -0.261
H  -2.706  0.899  0.597
H  -3.069  2.306  0.454
H  3.204  0.645  -0.017
H  3.522  1.620  -1.276
H  -3.948  -0.768  -2.996
H  -3.036  -0.614  -4.365
H  0.188  -4.542  0.719
H  1.229  -4.078  -0.292
O  -0.222  -0.528  0.123
O  0.688  -1.134  4.412
O  2.402  4.009  -0.388
O  -2.384  1.709  0.756
O  2.903  1.407  -0.602
O  -3.940  -0.678  -4.031
O  0.377  -3.891  0.006

---

3:
A molecular structure, H14O7, computed with ωB97M-V/def2-TZVPD.

The value obtained for the frontier orbital gap is 9.08 eV. The value obtained for the HOMO energy is -10.4 eV. As for the spin multiplicity: 1. The lowest unoccupied orbital energy comes out at -1.35 eV.

Element x y z (Å)
H  -0.778  0.396  1.408
H  -1.888  1.267  2.129
H  -2.686  -1.819  -1.372
H  -2.383  -0.137  -0.879
H  -4.023  -0.489  0.296
H  -2.874  0.562  0.630
H  -0.409  -0.473  -0.939
H  0.343  1.005  -0.529
H  5.100  -0.356  -0.275
H  3.509  -0.645  0.507
H  1.314  -1.033  -0.004
H  1.575  -1.615  1.622
H  2.234  1.189  -0.768
H  1.160  1.752  -1.664
O  -1.804  0.394  1.766
O  -1.964  -0.935  -1.700
O  -3.536  0.356  -0.040
O  0.051  0.052  -0.111
O  3.561  0.227  -0.105
O  2.082  -1.688  0.603
O  1.415  1.990  -0.574

---

4:
7 unconnected molecules or ions with the total composition H14O7, computed with ωB97M-V/def2-TZVPD.

The value obtained for the frontier orbital gap is 11.69 eV. The value obtained for the HOMO energy is -11.3 eV. As for the spin multiplicity: 1. The lowest unoccupied orbital energy comes out at 0.38 eV.

Element x y z (Å)
H  1.943  2.597  -0.801
H  2.041  0.968  -0.582
H  0.380  2.034  0.797
H  -0.137  0.580  0.926
H  1.663  -1.362  0.634
H  1.161  -0.129  1.456
H  -1.528  -0.389  2.267
H  -0.453  -1.293  1.717
H  -1.492  -0.365  -1.780
H  -1.019  -1.196  -0.562
H  -3.130  0.412  -0.358
H  -1.871  1.143  -0.363
H  2.449  -1.552  -1.744
H  0.908  -1.299  -1.549
O  2.065  1.844  -0.175
O  -0.416  1.481  0.879
O  1.228  -1.079  1.478
O  -1.381  -1.004  1.546
O  -0.840  -1.113  -1.513
O  -2.571  0.893  -0.999
O  1.800  -1.040  -1.224

---

Most stable pick: 4. Distance to second place: 0.0691 hartree.

---

1:
7 unconnected molecules or ions with the total composition H14O7, computed with ωB97M-V/def2-TZVPD.

The value obtained for the frontier orbital gap is 9.91 eV. The value obtained for the HOMO energy is -10.6 eV. As for the spin multiplicity: 1. The lowest unoccupied orbital energy comes out at -0.69 eV.

Element x y z (Å)
O  -0.517  -1.187  0.193
H  -1.212  -1.054  0.867
H  -0.958  -1.559  -0.563
O  1.981  -1.062  -2.173
H  1.897  -0.631  -1.402
H  1.234  -0.727  -2.680
O  -0.887  1.294  -1.393
H  -1.332  1.699  -2.123
H  -1.522  0.672  -1.076
O  1.160  0.927  2.959
H  0.231  0.799  3.025
H  1.354  0.968  2.015
O  0.464  -3.678  0.667
H  1.415  -3.854  0.830
H  0.453  -2.724  0.558
O  -2.048  2.688  0.517
H  -1.446  2.446  -0.212
H  -2.879  2.923  0.075
O  1.242  0.768  0.231
H  0.545  0.096  0.186
H  0.826  1.195  -0.502

---

2:
7 unconnected molecules or ions with the total composition H14O7, computed with ωB97M-V/def2-TZVPD.

The value obtained for the frontier orbital gap is 11.46 eV. The value obtained for the HOMO energy is -11.2 eV. As for the spin multiplicity: 1. The lowest unoccupied orbital energy comes out at 0.27 eV.

Element x y z (Å)
H  0.068  -0.225  -1.258
H  -1.444  -0.147  -1.125
H  4.251  1.404  -0.359
H  3.241  0.366  -0.818
H  1.261  0.092  1.751
H  1.134  -0.591  3.102
H  -6.354  0.604  0.952
H  -5.337  1.557  0.346
H  -3.571  -1.291  -0.782
H  -3.404  -2.801  -0.807
H  0.785  2.517  -0.668
H  1.270  3.943  -0.464
H  3.623  -1.958  0.800
H  3.751  -3.220  -0.038
O  -0.736  -0.109  -1.778
O  3.884  1.000  -1.154
O  1.698  -0.550  2.321
O  -5.414  0.819  0.960
O  -3.024  -1.989  -1.160
O  1.189  3.096  -0.011
O  3.130  -2.519  0.191

---

Most stable pick: 2. Distance to second place: 0.0046 hartree.